# 1
{
  "formula": "C12H12N5O9ReS",
  "method": "the ωB97M-V functional and the def2-TZVPD basis",
  "charge": 3,
  "multiplicity": 4,
  "s_squared": 3.77,
  "gap_ev": [7.101, 5.882],
  "elements": ["Re", "O", "C", "N", "C", "C", "C", "N", "H", "H", "H", "H", "C", "S", "C", "O", "H", "H", "H", "H", "H", "H", "O", "N", "O", "C", "C", "C", "C", "O", "C", "C", "N", "O", "O", "N", "O", "O", "H", "H"],
  "xyz": [[-0.49, -1.19, -0.63], [-2.04, -3.42, -2.42], [-1.48, -2.68, -1.80], [0.09, -3.45, 1.28], [1.03, -4.33, 1.62], [2.11, -4.17, 0.75], [1.75, -3.16, -0.10], [0.50, -2.70, 0.22], [-0.83, -3.32, 1.68], [0.87, -5.02, 2.43], [3.03, -4.73, 0.75], [2.29, -2.72, -0.93], [1.24, -0.33, -4.64], [1.11, 0.43, -3.04], [2.82, 0.72, -2.63], [0.73, -0.85, -2.11], [1.60, 0.46, -5.31], [0.24, -0.62, -4.97], [1.93, -1.17, -4.62], [3.14, 1.51, -3.32], [3.41, -0.19, -2.79], [2.86, 1.10, -1.62], [-2.30, 5.13, 3.63], [-2.69, 3.99, 3.65], [-3.53, 3.49, 4.36], [-2.04, 3.05, 2.68], [-1.06, 3.54, 1.83], [-0.45, 2.69, 0.93], [-0.78, 1.33, 0.89], [-0.12, 0.51, 0.07], [-1.80, 0.88, 1.76], [-2.44, 1.74, 2.67], [-2.26, -0.47, 1.76], [-3.04, -0.87, 2.55], [-1.83, -1.34, 0.86], [0.57, 3.25, 0.01], [1.02, 4.33, 0.29], [0.84, 2.59, -0.98], [-0.78, 4.59, 1.87], [-3.22, 1.41, 3.34]]
}

***

# 2
{
  "formula": "C12H12NOP",
  "method": "the ωB97M-V functional and the def2-TZVPD basis",
  "multiplicity": 1,
  "gap_ev": [7.236, 7.237],
  "elements": ["C", "C", "C", "C", "C", "C", "C", "C", "C", "C", "C", "C", "N", "O", "P", "H", "H", "H", "H", "H", "H", "H", "H", "H", "H", "H", "H"],
  "xyz": [[0.72, -3.78, -0.30], [-0.47, -3.20, -0.72], [1.88, -3.03, -0.25], [-0.50, -1.87, -1.07], [1.85, -1.70, -0.60], [0.66, -1.09, -1.00], [0.50, 3.12, 0.98], [-0.39, 3.57, -0.07], [0.38, 1.89, 1.49], [-1.07, 2.67, -0.79], [-0.70, 0.97, 0.99], [-0.89, 1.21, -0.51], [-0.10, 0.41, -3.69], [-0.95, 1.18, -3.95], [0.73, 0.69, -1.37], [0.74, -4.82, -0.01], [-1.37, -3.79, -0.76], [2.81, -3.48, 0.05], [-1.42, -1.43, -1.42], [2.75, -1.10, -0.56], [1.24, 3.81, 1.34], [-0.47, 4.62, -0.27], [1.00, 1.55, 2.30], [-1.71, 2.95, -1.61], [-0.44, -0.07, 1.18], [-1.63, 1.19, 1.52], [-1.72, 0.63, -0.91]]
}

***

Question: What is the multiplicity in the first record?
Answer: 4

***

Question: Look up the multiplicity of the second one.
Answer: 1

***

Question: The lowest multiplicity belongs to which entry?
Answer: C12H12NOP